Below is 2 unconnected molecules or ions with the total composition C8H18ClN, with properties calculated with ωB97M-V with the def2-TZVPD basis set.

Computed properties:
HOMO level (eV): -5.3471
Kohn-Sham gap (eV): 4.6
Charge: 0
Energy relative to the best compared isomer or geometry (same formula, charge and spin) (kcal/mol): 48.64
LUMO (eV): -0.7
Total energy (Eh): -830.44187

Each line ends with the natural charge from an NBO analysis.
Cartesian coordinates (Å):
Cl: -0.159 2.094 6.777  -0.9989
C: -3.245 -0.640 0.754  -0.6110
C: -2.106 -0.506 -0.317  -0.4472
C: -1.146 0.547 0.216  -0.1888
N: 0.380 0.333 -0.159  -0.1982
C: 1.099 1.654 0.189  -0.4193
C: 1.140 -0.851 0.427  -0.2112
C: 2.347 -1.082 -0.400  -0.4410
C: 2.081 -0.421 -1.782  -0.4258
C: 0.668 0.068 -1.636  -0.2235
H: -2.909 -0.417 1.766  0.2240
H: -3.701 -1.627 0.836  0.2309
H: -4.063 0.061 0.586  0.2215
H: -2.573 -0.248 -1.268  0.2294
H: -1.611 -1.476 -0.376  0.2112
H: -1.089 0.684 1.296  0.2419
H: -1.440 1.537 -0.131  0.2287
H: 2.128 1.631 -0.171  0.2250
H: 1.032 1.816 1.265  0.2523
H: 0.666 2.466 -0.396  0.2287
H: 1.331 -0.562 1.461  0.2482
H: 0.456 -1.685 0.268  0.2192
H: 3.182 -0.698 0.188  0.2416
H: 2.439 -2.148 -0.607  0.2445
H: 2.688 0.454 -2.012  0.2240
H: 2.156 -1.101 -2.631  0.2459
H: 0.287 0.852 -2.290  0.2359
H: -0.037 -0.735 -1.852  0.2120

---

Below is a molecular structure, C8H18F3I2O4P2SY, with properties calculated with ωB97M-V with the def2-TZVPD basis set.

Computed properties:
HOMO level (spin up / spin down) (eV): -14.7984 / -14.8110
Kohn-Sham gap (spin up / spin down) (eV): 4.5 / 4.2
Charge: +2
Energy relative to the best compared isomer or geometry (same formula, charge and spin) (kcal/mol): 93.24
LUMO (spin up / spin down) (eV): -10.3 / -10.6
Total energy (Eh): -2630.13334

Each line ends with the natural charge from an NBO analysis.
Cartesian coordinates (Å):
I: 0.677 -1.049 2.820  0.2456
I: 0.221 -0.518 -3.091  -0.3778
Y: 0.552 -0.648 -0.145  1.2941
P: 2.311 1.386 0.494  1.2460
C: 1.974 3.024 1.126  -0.9893
C: 3.620 0.692 1.631  -0.9270
H: 4.559 1.276 1.566  0.2955
H: 4.139 1.991 -1.073  0.2984
H: 3.818 -0.356 1.354  0.2506
H: 3.395 0.413 -1.496  0.2686
H: 1.403 2.889 2.035  0.2731
H: 3.224 0.724 2.654  0.2614
C: 3.175 1.444 -1.141  -0.9555
H: 2.865 3.613 1.408  0.2911
H: 2.530 1.935 -1.886  0.2955
H: 1.358 3.630 0.444  0.2849
P: -1.237 -2.722 0.070  0.7461
C: -2.932 -2.228 0.474  -0.9340
C: -1.204 -3.419 -1.617  -0.9216
H: 0.380 -4.212 1.042  0.2514
H: -1.245 -4.978 0.887  0.2708
H: -0.919 -3.777 2.210  0.2564
C: -0.703 -4.063 1.171  -0.9271
H: -0.153 -3.539 -1.917  0.2596
H: -1.717 -4.389 -1.629  0.2608
H: -3.583 -3.102 0.345  0.2725
H: -3.249 -1.423 -0.207  0.2618
H: -1.685 -2.704 -2.299  0.2756
H: -2.970 -1.875 1.514  0.2533
C: -1.244 0.490 1.302  0.5100
O: -2.113 1.217 1.481  -0.4280
F: -3.799 2.834 -0.620  -0.2452
C: -2.933 2.377 -1.520  0.9085
F: -2.981 1.015 -1.508  -0.2978
F: -3.255 2.815 -2.734  -0.2401
S: -1.030 2.885 -1.026  2.0355
O: -0.158 3.190 -2.170  -0.7359
O: -1.173 3.773 0.097  -0.7725
O: 0.083 1.390 -0.046  -1.1152

---

Below is a molecular structure, C8H18F4O4S2Tl, with properties calculated with ωB97M-V with the def2-TZVPD basis set.

Computed properties:
HOMO level (eV): -12.0984
Kohn-Sham gap (eV): 2.5
Charge: +1
Energy relative to the best compared isomer or geometry (same formula, charge and spin) (kcal/mol): 168.28
LUMO (eV): -9.6
Total energy (Eh): -1984.10774

Each line ends with the Mulliken charge.
Cartesian coordinates (Å):
Tl: 0.948 -1.039 3.078  0.9624
F: -0.186 -0.011 1.602  -0.4097
C: 1.871 -1.653 0.477  0.9415
O: 0.483 -1.954 0.672  -0.4657
O: 2.506 -1.482 1.729  -0.7044
C: 2.457 -2.540 -0.784  0.7506
F: 3.751 -2.547 -0.681  -0.2393
F: 2.061 -3.755 -0.703  -0.2514
F: 2.113 -2.216 -2.087  -0.2657
C: -0.378 -1.427 -0.232  -0.4898
C: -1.656 -1.943 0.236  -1.6072
H: -1.631 -2.974 0.587  0.4583
H: -1.961 -1.347 1.097  0.4142
H: -2.412 -1.765 -0.528  0.3420
H: -0.251 -1.684 -1.283  0.8320
H: -0.489 -0.354 -0.074  -0.0517
H: 1.962 -0.611 0.171  0.0908
C: -2.075 0.222 -2.325  -0.6248
S: -2.598 1.524 -1.157  0.5250
O: -4.087 1.709 -1.199  -0.5641
C: -2.373 0.386 0.262  -0.0180
H: -2.957 -0.391 -2.513  0.3652
H: -1.280 -0.421 -1.948  -0.0361
H: -1.755 0.631 -3.283  0.3754
H: -1.310 0.293 0.486  0.0362
H: -2.883 -0.565 0.113  0.3221
H: -2.894 0.857 1.095  0.4947
C: 1.509 3.854 0.739  -0.9461
S: 1.829 2.381 -0.316  0.5300
O: 3.358 2.154 -0.224  -0.5287
C: 1.114 1.271 0.891  -0.6792
H: 2.167 3.966 1.601  0.3389
H: 0.474 3.977 1.057  0.3251
H: 1.732 4.711 0.103  0.3977
H: 0.147 1.437 1.364  0.6767
H: 1.702 0.903 1.732  0.3121
H: 0.993 0.400 0.247  -0.6091

---

Below is a molecular structure, C8H18F5IrN4O, with properties calculated with ωB97M-V with the def2-TZVPD basis set.

Computed properties:
Spin multiplicity: 2
HOMO level (spin up / spin down) (eV): -12.3207 / -11.8782
Kohn-Sham gap (spin up / spin down) (eV): 9.6 / 8.4
Charge: +1
Energy relative to the best compared isomer or geometry (same formula, charge and spin) (kcal/mol): 0.00
LUMO (spin up / spin down) (eV): -2.7 / -3.5
Total energy (Eh): -1213.36480

Each line ends with the natural charge from an NBO analysis.
Cartesian coordinates (Å):
Ir: 0.702 -0.108 -0.179  0.9818
N: 0.980 -0.001 1.884  -0.7518
C: -0.210 0.662 2.485  -0.2384
C: -0.781 1.694 1.520  -0.2353
N: -1.058 1.067 0.199  -0.4418
C: -1.067 2.035 -0.928  -0.2366
C: -0.805 1.331 -2.257  -0.2377
N: 0.415 0.474 -2.164  -0.7501
C: -2.264 0.194 0.242  -0.2446
C: -2.071 -1.141 -0.474  -0.2342
N: -0.754 -1.720 -0.124  -0.7933
H: 1.229 -0.841 2.398  0.4167
H: 1.785 0.632 1.910  0.4330
H: 0.048 1.151 3.425  0.2341
H: -0.941 -0.113 2.715  0.1984
H: -0.044 2.480 1.356  0.2426
H: -1.683 2.145 1.944  0.2190
H: -0.264 2.746 -0.740  0.2436
H: -2.016 2.577 -0.975  0.2164
H: -0.688 2.082 -3.039  0.2341
H: -1.646 0.702 -2.543  0.2017
H: 1.251 1.056 -2.272  0.4344
H: 0.429 -0.221 -2.904  0.4125
H: -3.125 0.721 -0.177  0.2271
H: -2.498 0.001 1.289  0.2156
H: -2.090 -1.019 -1.554  0.2045
H: -2.891 -1.811 -0.212  0.2251
H: -0.479 -2.439 -0.789  0.4262
H: -0.791 -2.182 0.780  0.3950
O: 1.823 1.409 -0.174  -0.6619
F: 1.688 -2.417 -1.455  -0.3787
C: 2.220 -1.374 -0.688  0.4217
F: 3.175 -0.809 -1.475  -0.3320
C: 2.956 -2.082 0.458  0.9048
F: 2.051 -2.747 1.222  -0.3462
F: 3.553 -1.181 1.251  -0.3188
F: 3.861 -2.953 0.048  -0.2870

---

Below is a molecular structure, C8H18I2IrNOP2, with properties calculated with ωB97M-V with the def2-TZVPD basis set.

Computed properties:
Spin multiplicity: 5
HOMO level (spin up / spin down) (eV): -16.0149 / -15.2737
Kohn-Sham gap (spin up / spin down) (eV): 8.3 / 3.9
Charge: +2
Energy relative to the best compared isomer or geometry (same formula, charge and spin) (kcal/mol): 37.53
LUMO (spin up / spin down) (eV): -7.7 / -11.3
Total energy (Eh): -1827.32288

Each line ends with the natural charge from an NBO analysis.
Cartesian coordinates (Å):
I: -0.045 -2.689 -4.056  0.2565
I: -0.029 2.130 -2.502  0.3716
Ir: -0.006 0.486 -0.122  0.2955
P: -2.233 0.043 0.084  1.2144
C: -3.185 -0.056 -1.460  -0.9633
C: -2.738 -1.368 1.125  -0.9667
H: -3.829 -1.352 1.330  0.2884
H: -3.902 1.458 1.208  0.2951
H: -2.170 -1.301 2.096  0.2918
H: -2.247 1.502 1.996  0.2892
H: -2.919 -0.973 -1.967  0.2653
H: -2.468 -2.316 0.612  0.2706
C: -2.801 1.506 1.024  -0.9612
H: -4.266 -0.041 -1.249  0.2943
H: -2.541 2.417 0.450  0.2611
H: -2.911 0.794 -2.076  0.2555
P: 2.227 0.031 0.093  1.2143
C: 3.190 -0.074 -1.445  -0.9624
C: 2.806 1.488 1.036  -0.9615
H: 2.155 -1.317 2.103  0.2917
H: 3.814 -1.375 1.340  0.2886
H: 2.450 -2.331 0.618  0.2702
C: 2.725 -1.385 1.132  -0.9660
H: 2.249 1.489 2.007  0.2891
H: 3.906 1.432 1.224  0.2951
H: 4.269 -0.062 -1.229  0.2949
H: 2.926 0.781 -2.063  0.2558
H: 2.556 2.403 0.463  0.2616
H: 2.925 -0.986 -1.955  0.2645
C: 0.031 -0.166 -1.863  0.4090
O: 0.071 -0.470 -3.052  -0.5387
N: -0.005 0.088 3.138  -0.2883
C: -0.006 0.214 1.960  -0.1760

---

Below is 2 unconnected molecules or ions with the total composition C8H18N2O2S, with properties calculated with ωB97M-V with the def2-TZVPD basis set.

Computed properties:
HOMO level (eV): -8.7146
Kohn-Sham gap (eV): 7.9
Charge: 0
Energy relative to the best compared isomer or geometry (same formula, charge and spin) (kcal/mol): 14.17
LUMO (eV): -0.8
Total energy (Eh): -973.70859

Each line ends with the natural charge from an NBO analysis.
Cartesian coordinates (Å):
C: -1.443 1.758 1.457  -0.6091
C: 0.869 2.491 0.810  -0.6343
C: -0.951 2.147 -1.006  -0.6009
C: 1.190 -1.776 -1.699  -0.6161
C: 2.596 -1.580 0.300  -0.6009
C: 0.129 -2.494 0.473  -0.6224
C: -0.419 1.725 0.368  0.0681
C: 1.148 -1.584 -0.186  0.0471
N: -0.242 0.292 0.173  -0.1717
N: 0.891 -0.130 -0.103  -0.1550
O: -3.641 -0.166 -1.629  -0.8411
O: -4.162 -1.265 0.466  -0.8333
S: -3.174 -0.928 -0.527  1.6779
H: -2.454 1.574 1.169  0.2047
H: -1.090 1.086 2.276  0.2161
H: -1.589 2.604 1.985  0.2156
H: 1.038 2.240 1.870  0.2090
H: 0.805 3.591 0.681  0.2188
H: 1.499 1.983 0.140  0.2341
H: -1.273 3.194 -0.870  0.2081
H: -0.212 2.113 -1.748  0.2164
H: -1.831 1.618 -1.180  0.2161
H: 1.758 -2.639 -1.924  0.2102
H: 0.262 -2.079 -2.178  0.2141
H: 1.710 -0.989 -2.264  0.2268
H: 2.659 -1.456 1.382  0.2098
H: 3.115 -0.725 -0.057  0.2300
H: 3.176 -2.487 0.060  0.2092
H: -0.900 -2.092 0.333  0.2187
H: 0.211 -3.415 -0.072  0.2160
H: 0.327 -2.612 1.502  0.2180

---

Below is 3 unconnected molecules or ions with the total composition C8H18N2O7, with properties calculated with ωB97M-V with the def2-TZVPD basis set.

Computed properties:
HOMO level (eV): -8.3786
Kohn-Sham gap (eV): 8.0
Charge: 0
Energy relative to the best compared isomer or geometry (same formula, charge and spin) (kcal/mol): 2.38
LUMO (eV): -0.3
Total energy (Eh): -951.51877

Each line ends with the natural charge from an NBO analysis.
Cartesian coordinates (Å):
C: 0.278 -3.372 2.231  -0.4180
N: 0.481 -2.707 0.927  -0.2042
C: 1.921 -2.618 0.683  -0.4577
C: -0.221 -3.391 -0.115  -0.4156
C: -0.155 -1.246 1.019  -0.1896
C: 0.594 -0.233 1.966  -0.0754
O: 0.099 1.064 1.867  -0.7153
H: 0.355 -4.453 2.107  0.2222
H: -0.779 -3.230 2.538  0.2276
H: 0.815 -3.030 3.055  0.2394
H: 2.245 -3.616 0.757  0.1994
H: 2.814 -2.129 1.276  0.2855
H: 2.091 -2.287 -0.294  0.2608
H: -0.028 -2.908 -1.025  0.2414
H: -1.336 -3.471 0.034  0.2464
H: 0.376 -4.274 -0.173  0.2182
H: -1.205 -1.556 1.105  0.1866
H: -0.224 -0.891 0.125  0.2118
H: 1.587 -0.310 1.403  0.1951
H: 0.662 -0.653 3.039  0.1761
H: 0.288 1.360 0.933  0.5131
N: 1.879 1.257 -1.240  0.7135
O: 2.759 2.033 -1.621  -0.4739
O: 2.196 0.024 -1.124  -0.6109
O: 0.892 1.778 -0.740  -0.5737
C: -1.108 4.173 -2.307  -0.1162
C: -2.046 2.957 -2.294  -0.0830
O: -2.943 3.457 -1.317  -0.4680
C: -2.528 4.572 -0.772  0.9583
O: -3.211 5.131 0.152  -0.6212
O: -1.482 5.125 -1.383  -0.4440
H: -0.990 4.775 -3.270  0.1797
H: -0.144 3.812 -2.135  0.2147
H: -1.605 2.095 -2.040  0.1905
H: -2.342 2.755 -3.357  0.1865

---

Below is a single C8H18N2S2 molecule, with properties calculated with ωB97M-V with the def2-TZVPD basis set.

Computed properties:
SMILES: CC[C@](C)(S)/N=N/[C@](C)(S)CC
HOMO level (eV): -8.8256
Kohn-Sham gap (eV): 9.5
Charge: 0
Energy relative to the best compared isomer or geometry (same formula, charge and spin) (kcal/mol): 0.00
LUMO (eV): 0.7
Total energy (Eh): -1221.45796

Each line ends with the natural charge from an NBO analysis.
Cartesian coordinates (Å):
C: -2.476 -0.025 1.816  -0.6170
C: 2.735 -0.032 -1.799  -0.6086
C: 1.087 -1.560 2.160  -0.6166
C: -0.766 1.620 -2.196  -0.6413
C: -1.360 -0.946 2.292  -0.4134
C: 1.679 0.947 -2.297  -0.4434
C: 0.009 -0.575 1.716  0.0220
C: 0.270 0.565 -1.891  0.0212
N: -0.050 -0.580 0.295  -0.1810
N: 0.300 0.475 -0.204  -0.1366
S: 0.514 1.158 2.248  -0.0614
S: -0.184 -1.062 -2.579  -0.0365
H: -2.235 1.012 2.040  0.2259
H: -2.619 -0.118 0.742  0.2028
H: -3.409 -0.281 2.312  0.2136
H: 2.733 -0.065 -0.712  0.2111
H: 3.722 0.278 -2.133  0.2133
H: 2.539 -1.034 -2.177  0.2177
H: 0.894 -2.539 1.728  0.2196
H: 2.065 -1.216 1.828  0.2256
H: 1.092 -1.638 3.244  0.2183
H: -1.769 1.263 -1.967  0.2196
H: -0.723 1.874 -3.255  0.2257
H: -0.566 2.512 -1.607  0.2235
H: -1.577 -1.976 1.998  0.2133
H: -1.291 -0.910 3.382  0.2118
H: 1.710 0.997 -3.389  0.2176
H: 1.887 1.943 -1.901  0.2213
H: 0.462 0.864 3.547  0.0948
H: -1.200 -1.259 -1.741  0.1368

---

- What is the energy relative to the best compared isomer or geometry (same formula, charge and spin) in the seventh record?
  2.38 kcal/mol

---

- Among the records above, which one has the highest energy relative to the best compared isomer or geometry (same formula, charge and spin)?
  C8H18F4O4S2Tl

---

What did the sixth record say?
Below is 2 unconnected molecules or ions with the total composition C8H18N2O2S, with properties calculated with ωB97M-V with the def2-TZVPD basis set.

Computed properties:
HOMO level (eV): -8.7146
Kohn-Sham gap (eV): 7.9
Charge: 0
Energy relative to the best compared isomer or geometry (same formula, charge and spin) (kcal/mol): 14.17
LUMO (eV): -0.8
Total energy (Eh): -973.70859

Each line ends with the natural charge from an NBO analysis.
Cartesian coordinates (Å):
C: -1.443 1.758 1.457  -0.6091
C: 0.869 2.491 0.810  -0.6343
C: -0.951 2.147 -1.006  -0.6009
C: 1.190 -1.776 -1.699  -0.6161
C: 2.596 -1.580 0.300  -0.6009
C: 0.129 -2.494 0.473  -0.6224
C: -0.419 1.725 0.368  0.0681
C: 1.148 -1.584 -0.186  0.0471
N: -0.242 0.292 0.173  -0.1717
N: 0.891 -0.130 -0.103  -0.1550
O: -3.641 -0.166 -1.629  -0.8411
O: -4.162 -1.265 0.466  -0.8333
S: -3.174 -0.928 -0.527  1.6779
H: -2.454 1.574 1.169  0.2047
H: -1.090 1.086 2.276  0.2161
H: -1.589 2.604 1.985  0.2156
H: 1.038 2.240 1.870  0.2090
H: 0.805 3.591 0.681  0.2188
H: 1.499 1.983 0.140  0.2341
H: -1.273 3.194 -0.870  0.2081
H: -0.212 2.113 -1.748  0.2164
H: -1.831 1.618 -1.180  0.2161
H: 1.758 -2.639 -1.924  0.2102
H: 0.262 -2.079 -2.178  0.2141
H: 1.710 -0.989 -2.264  0.2268
H: 2.659 -1.456 1.382  0.2098
H: 3.115 -0.725 -0.057  0.2300
H: 3.176 -2.487 0.060  0.2092
H: -0.900 -2.092 0.333  0.2187
H: 0.211 -3.415 -0.072  0.2160
H: 0.327 -2.612 1.502  0.2180